Entry 1:
Computed, not measured: a molecular structure, C14H30ClF12MgN2O13S4 in a non-equilibrium geometry, with ωB97M-V/def2-TZVPD.

* total charge: -1
* HOMO: -7.11 eV
* Kohn-Sham gap: 1.24 eV
* electronic energy: -138506.863 eV

The geometry in XYZ format:
```
77
C14H30ClF12MgN2O13S4 | the Open Molecules 2025 dataset | ωB97M-V/def2-TZVPD
Mg -0.640 -6.678 -0.421
C 1.737 -2.401 2.558
F 1.450 -1.848 3.701
F 2.990 -2.124 2.220
F 1.602 -3.663 2.815
S 0.459 -1.888 1.184
O -0.845 -2.283 1.744
O 0.598 -0.417 0.911
N 0.945 -2.995 -0.079
S 1.981 -2.158 -0.968
O 2.827 -1.126 -0.310
O 2.743 -3.101 -1.668
C 0.925 -1.222 -2.321
F -0.134 -0.693 -1.851
F 1.721 -0.253 -2.827
F 0.603 -2.015 -3.303
C -8.522 4.693 0.592
F -8.752 5.435 1.679
F -8.877 5.417 -0.515
F -7.238 4.365 0.590
S -9.664 2.979 0.757
O -9.739 2.690 2.240
O -11.017 3.251 0.205
N -8.893 1.669 -0.163
S -7.717 1.150 0.715
O -6.802 0.504 -0.219
O -7.110 2.057 1.659
C -8.639 -0.304 1.717
F -9.536 -0.753 0.942
F -7.787 -1.264 2.235
F -9.264 0.254 2.757
Cl -3.322 -3.772 -9.046
C 9.863 0.191 4.920
C 11.136 0.411 4.249
O 11.178 1.812 3.943
H 9.697 -0.884 4.996
H 9.055 0.506 4.259
H 10.018 0.597 5.919
H 11.205 -0.146 3.314
H 12.047 0.201 4.809
H 12.053 1.929 3.567
C 0.512 6.250 4.154
C 1.019 6.734 5.553
O 0.194 7.881 5.946
H -0.054 6.956 3.546
H -0.064 5.325 4.165
H 1.364 5.924 3.557
H 2.069 6.995 5.419
H 0.914 5.970 6.324
H 0.380 8.297 6.790
C -5.469 -8.896 3.040
C -4.031 -9.131 2.572
O -3.265 -7.964 2.550
H -6.032 -9.824 2.945
H -6.052 -8.392 2.269
H -5.519 -8.419 4.019
H -3.877 -9.688 1.647
H -3.610 -9.836 3.289
H -3.197 -7.816 3.497
C 0.950 7.032 -3.778
C 0.407 8.196 -4.519
O 1.375 8.790 -5.335
H 1.724 7.385 -3.097
H 1.405 6.277 -4.419
H 0.222 6.523 -3.146
H 0.006 8.911 -3.800
H -0.426 7.876 -5.144
H 1.903 8.075 -5.697
C 5.695 -5.640 -8.508
C 4.725 -4.837 -9.473
O 3.476 -4.949 -8.863
H 5.637 -6.672 -8.851
H 5.279 -5.543 -7.505
H 6.747 -5.356 -8.536
H 4.882 -5.094 -10.521
H 4.920 -3.773 -9.340
H 3.455 -5.690 -8.253
```

These are the Mulliken partial charges, in e, on atoms 1 to 8: atom 1 (Mg): 0.926, atom 2 (C): 0.705, atom 3 (F): -0.226, atom 4 (F): -0.193, atom 5 (F): -0.265, atom 6 (S): 0.879, atom 7 (O): -0.606, atom 8 (O): -0.525

***

Entry 2:
Computed, not measured: a molecular structure, C14H30GeNO8Re in a non-equilibrium geometry, with ωB97M-V/def2-TZVPD.

* total charge: +2
* HOMO (alpha / beta): -15.61 / -15.03 eV
* Kohn-Sham gap (alpha / beta): 7.76 / 7.09 eV
* multiplicity: 3
* ΔE to the lowest compared entry with this formula, charge and spin: 0.00 kJ/mol
* electronic energy: -91501.058 eV

The geometry in XYZ format:
```
55
C14H30GeNO8Re | the Open Molecules 2025 dataset | ωB97M-V/def2-TZVPD
Re -0.144 -0.387 -0.628
C 3.172 1.831 -1.715
C 2.581 0.431 -1.844
C 3.680 -0.614 -1.979
C 1.591 0.355 -3.005
O 1.824 0.138 -0.636
Ge 1.649 1.238 1.073
O -0.042 1.570 0.086
C -1.030 2.614 0.352
C -0.649 3.273 1.672
C -2.415 1.990 0.445
C -0.961 3.620 -0.791
O 0.449 -0.482 1.357
C 0.717 -1.606 2.240
C -0.385 -1.615 3.296
C 0.732 -2.919 1.469
C 2.082 -1.359 2.882
H 3.744 2.082 -2.606
H 2.381 2.576 -1.587
H 3.852 1.874 -0.860
H 4.261 -0.428 -2.882
H 4.353 -0.565 -1.122
H 3.256 -1.618 -2.038
H 2.072 0.616 -3.947
H 1.208 -0.668 -3.115
H 0.769 1.067 -2.848
H -0.666 2.542 2.486
H 0.349 3.716 1.605
H -1.348 4.071 1.913
H -2.409 1.167 1.165
H -3.135 2.736 0.775
H -2.732 1.619 -0.531
H 0.023 4.087 -0.829
H -1.156 3.135 -1.750
H -1.709 4.398 -0.643
H -1.360 -1.771 2.831
H -0.206 -2.419 4.010
H -0.400 -0.667 3.834
H -0.276 -3.178 1.132
H 1.414 -2.856 0.619
H 1.076 -3.720 2.121
H 2.073 -0.415 3.433
H 2.321 -2.153 3.587
H 2.862 -1.329 2.115
C -4.972 -1.076 -0.631
O -4.077 -2.189 -0.921
C -2.819 -2.017 -0.923
O -2.243 -0.946 -0.688
H -5.080 -0.979 0.446
H -5.920 -1.353 -1.077
H -4.593 -0.156 -1.066
O -0.635 -4.354 -2.095
N -0.818 -3.322 -1.622
O -2.223 -3.202 -1.156
O -0.086 -2.383 -1.410
```

These are the Mulliken partial charges, in e, on atoms 1 to 8: atom 1 (Re): 1.670, atom 2 (C): -1.855, atom 3 (C): 1.825, atom 4 (C): -1.526, atom 5 (C): -1.831, atom 6 (O): 0.009, atom 7 (Ge): 0.266, atom 8 (O): 0.607

***

Entry 3:
Computed, not measured: a molecular structure, C14H30N2NdO8 in a non-equilibrium geometry, with ωB97M-V/def2-TZVPD.

* total charge: +3
* HOMO (alpha / beta): -19.60 / -19.60 eV
* Kohn-Sham gap (alpha / beta): 9.90 / 11.08 eV
* multiplicity: 4
* ΔE to the lowest compared entry with this formula, charge and spin: 0.00 kJ/mol
* electronic energy: -49617.072 eV

The geometry in XYZ format:
```
55
C14H30N2NdO8 | the Open Molecules 2025 dataset | ωB97M-V/def2-TZVPD
Nd 0.027 0.136 0.369
C 1.326 2.507 -1.729
C 2.603 1.853 -1.190
O 2.362 1.080 0.032
C 2.781 1.707 1.268
C 1.786 2.684 1.859
O 0.447 2.132 1.742
C -0.502 2.578 2.769
C -1.907 2.192 2.359
O -1.861 0.773 2.029
C -2.963 -0.149 2.470
C -2.415 -1.561 2.259
O -1.703 -1.692 0.966
C -2.684 -1.989 -0.068
C -2.241 -1.600 -1.448
O -1.770 -0.203 -1.440
C -1.854 0.704 -2.609
C -0.501 1.319 -2.887
O 0.133 1.677 -1.605
H 1.433 2.804 -2.784
H 1.082 3.458 -1.217
H 3.360 2.615 -0.977
H 3.061 1.171 -1.882
H 3.773 2.206 1.118
H 3.004 0.870 1.940
H 1.847 3.681 1.343
H 1.995 2.814 2.930
H -0.384 3.658 2.910
H -0.191 2.060 3.707
H -2.222 2.742 1.490
H -2.611 2.389 3.185
H -3.858 0.139 1.857
H -3.095 -0.003 3.551
H -3.233 -2.315 2.285
H -1.755 -1.840 3.081
H -3.606 -1.430 0.200
H -2.831 -3.079 -0.016
H -3.100 -1.656 -2.126
H -1.440 -2.258 -1.832
H -2.553 1.499 -2.310
H -2.218 0.217 -3.523
H -0.651 2.263 -3.437
H 0.171 0.647 -3.464
C 2.555 -4.097 -2.491
O 1.775 -2.907 -2.454
C 1.477 -2.255 -1.323
O 0.889 -1.160 -1.441
N 1.801 -2.736 -0.089
N 1.322 -2.020 1.041
H 2.309 -4.624 -3.410
H 2.392 -4.807 -1.673
H 3.619 -3.903 -2.536
H 2.015 -3.736 0.028
H 2.156 -1.916 1.618
H 0.649 -2.639 1.554
```

These are the Mulliken partial charges, in e, on atoms 1 to 8: atom 1 (Nd): 1.446, atom 2 (C): -0.638, atom 3 (C): -0.600, atom 4 (O): -0.262, atom 5 (C): -0.771, atom 6 (C): -0.462, atom 7 (O): -0.153, atom 8 (C): -0.498

***

Entry 4:
Computed, not measured: 2 unconnected molecules or ions with the total composition C14H30N2O7S2 in a non-equilibrium geometry, with ωB97M-V/def2-TZVPD.

* total charge: 0
* HOMO: -8.24 eV
* Kohn-Sham gap: 7.80 eV
* electronic energy: -53978.222 eV

The geometry in XYZ format:
```
55
C14H30N2O7S2 | the Open Molecules 2025 dataset | ωB97M-V/def2-TZVPD
C 5.909 -0.859 -0.363
C 5.891 0.387 -1.472
N 5.614 1.644 -0.678
C 4.784 2.654 -1.439
C 3.188 2.306 -1.553
C 2.673 1.063 -0.617
O 1.417 0.662 -1.334
S 0.470 -0.195 -0.203
O 1.112 -1.589 0.000
O -0.982 -0.438 -0.696
O 0.720 0.947 1.081
C 2.161 1.334 0.917
S 2.716 2.864 1.845
C 6.971 2.354 -0.486
C 7.617 2.689 1.006
O 7.712 2.798 -1.539
H 7.016 -1.151 -0.064
H 5.298 -1.794 -0.720
H 5.369 -0.464 0.624
H 4.971 0.181 -2.165
H 6.933 0.351 -2.004
H 5.277 2.906 -2.491
H 4.859 3.673 -0.821
H 2.984 1.984 -2.679
H 2.559 3.302 -1.399
H 3.256 0.035 -0.631
H 2.695 0.442 1.504
H 3.815 2.412 2.642
H 7.799 3.868 1.021
H 6.869 2.396 1.857
H 8.700 2.217 1.141
C -7.709 -1.868 2.389
O -7.644 -1.087 1.203
C -6.777 0.050 1.327
C -5.537 -0.124 0.439
N -4.649 -1.165 0.965
C -3.582 -1.554 0.039
C -4.006 -2.215 -1.290
O -4.601 -3.504 -1.131
C -5.997 -3.480 -0.866
H -8.491 -2.621 2.257
H -6.764 -2.386 2.565
H -7.965 -1.249 3.254
H -6.501 0.249 2.368
H -7.345 0.912 0.965
H -4.991 0.825 0.392
H -5.880 -0.373 -0.570
H -5.200 -1.993 1.181
H -2.944 -2.264 0.577
H -2.959 -0.677 -0.178
H -3.092 -2.381 -1.872
H -4.636 -1.563 -1.905
H -6.500 -2.632 -1.339
H -6.172 -3.477 0.211
H -6.434 -4.402 -1.260
```

These are the Mulliken partial charges, in e, on atoms 1 to 8: atom 1 (C): -0.884, atom 2 (C): -0.480, atom 3 (N): 0.287, atom 4 (C): -0.617, atom 5 (C): -0.794, atom 6 (C): 0.625, atom 7 (O): -0.479, atom 8 (S): 0.978

***

Entry 5:
Computed, not measured: a molecular structure, C14H30N2RuS4, with ωB97M-V/def2-TZVPD.

* total charge: +3
* HOMO (alpha / beta): -18.50 / -18.57 eV
* Kohn-Sham gap (alpha / beta): 7.03 / 7.04 eV
* multiplicity: 2
* ΔE to the lowest compared entry with this formula, charge and spin: 0.00 kJ/mol
* electronic energy: -63882.658 eV

The geometry in XYZ format:
```
51
C14H30N2RuS4 | the Open Molecules 2025 dataset | ωB97M-V/def2-TZVPD
Ru -0.210 0.330 -0.189
C -1.401 1.545 2.621
C -2.554 1.783 1.653
S -1.796 1.990 0.007
C -3.030 1.553 -1.261
C -2.266 1.424 -2.574
S -0.767 0.368 -2.536
C -1.403 -1.319 -2.787
C -2.189 -1.877 -1.613
S -1.111 -1.753 -0.152
C -2.215 -1.715 1.286
C -1.352 -1.315 2.471
S -0.299 0.155 2.192
H -1.764 1.386 3.637
H -0.737 2.412 2.654
H -3.086 2.698 1.918
H -3.273 0.967 1.612
H -3.773 2.349 -1.329
H -3.533 0.639 -0.951
H -1.896 2.399 -2.899
H -2.914 1.054 -3.369
H -0.505 -1.912 -2.975
H -1.990 -1.333 -3.706
H -2.426 -2.930 -1.774
H -3.117 -1.343 -1.415
H -2.636 -2.712 1.430
H -3.028 -1.023 1.079
H -0.650 -2.110 2.726
H -1.957 -1.129 3.359
C 5.586 0.662 -2.531
C 5.094 1.436 -1.319
N 4.003 0.720 -0.594
C 4.454 -0.315 0.375
C 4.294 -1.736 -0.145
C 2.748 0.960 -0.843
C 2.360 1.997 -1.844
N 1.765 0.305 -0.132
H 6.332 1.263 -3.049
H 4.782 0.445 -3.236
H 6.060 -0.275 -2.244
H 4.734 2.425 -1.586
H 5.889 1.575 -0.590
H 3.932 -0.150 1.322
H 5.499 -0.094 0.575
H 3.257 -1.979 -0.387
H 4.634 -2.432 0.620
H 4.892 -1.903 -1.038
H 2.724 2.977 -1.532
H 1.282 2.062 -1.939
H 2.788 1.775 -2.821
H 2.185 -0.269 0.592
```

These are the Mulliken partial charges, in e, on atoms 1 to 8: atom 1 (Ru): 0.797, atom 2 (C): -0.868, atom 3 (C): -0.558, atom 4 (S): -0.010, atom 5 (C): -0.455, atom 6 (C): -0.855, atom 7 (S): 0.017, atom 8 (C): -0.872

***

Entry 6:
Computed, not measured: a molecular structure, C14H30NO2PPbSi in a non-equilibrium geometry, with ωB97M-V/def2-TZVPD.

* total charge: 0
* HOMO (alpha / beta): -6.82 / -6.68 eV
* Kohn-Sham gap (alpha / beta): 5.53 / 6.41 eV
* ΔE to the lowest compared entry with this formula, charge and spin: 33.97 kJ/mol
* electronic energy: -42998.899 eV

The geometry in XYZ format:
```
50
C14H30NO2PPbSi | the Open Molecules 2025 dataset | ωB97M-V/def2-TZVPD
Pb -0.328 0.396 0.020
Si 2.272 0.339 -0.726
P -0.565 0.577 -2.864
N -0.454 -1.904 0.444
H -0.209 3.390 2.257
C -2.293 0.822 -3.404
H -2.323 0.956 -4.498
H -2.713 1.712 -2.907
H -2.889 -0.059 -3.116
C 0.287 1.974 -3.674
H 0.032 1.976 -4.742
H 1.372 1.873 -3.543
H -0.037 2.920 -3.217
C -0.058 -0.852 -3.882
H -0.232 -0.628 -4.945
H -0.649 -1.729 -3.585
H 1.003 -1.071 -3.710
C 3.070 2.021 -0.416
H 2.668 2.513 0.483
H 2.945 2.687 -1.284
H 4.145 1.836 -0.261
H 2.976 -0.650 0.134
H 2.464 -0.031 -2.170
C -0.262 -3.092 -0.043
C -1.158 -5.381 -0.380
C -1.324 -4.090 0.078
C 0.980 -3.560 -0.646
C 1.117 -4.860 -1.084
C 0.062 -5.774 -0.962
H -1.987 -6.091 -0.288
H -2.254 -3.756 0.556
H 1.796 -2.836 -0.714
H 2.060 -5.180 -1.537
H 0.180 -6.800 -1.318
C -0.779 3.068 1.356
O -0.353 1.757 1.615
C -2.272 3.204 1.535
H -2.544 4.265 1.612
H -2.592 2.697 2.454
H -2.815 2.760 0.686
C -0.161 3.857 0.219
H -0.674 3.695 -0.739
H 0.916 3.677 0.110
H -0.277 4.918 0.490
C 0.643 -1.074 3.133
O 1.298 -0.191 2.216
H -0.249 -0.623 3.593
H 1.354 -1.357 3.922
H 0.335 -1.960 2.565
H 1.196 0.717 2.570
```

These are the Mulliken partial charges, in e, on atoms 1 to 8: atom 1 (Pb): 0.956, atom 2 (Si): 0.764, atom 3 (P): 0.500, atom 4 (N): -0.696, atom 5 (H): 0.160, atom 6 (C): -1.235, atom 7 (H): 0.377, atom 8 (H): 0.330

***

Entry 7:
Computed, not measured: a molecular structure, C14H30NO3P2Ti in a non-equilibrium geometry, with ωB97M-V/def2-TZVPD.

* total charge: +2
* HOMO (alpha / beta): -12.51 / -12.56 eV
* Kohn-Sham gap (alpha / beta): 5.30 / 4.26 eV
* multiplicity: 2
* ΔE to the lowest compared entry with this formula, charge and spin: 196.56 kJ/mol
* electronic energy: -64313.861 eV

The geometry in XYZ format:
```
51
C14H30NO3P2Ti | the Open Molecules 2025 dataset | ωB97M-V/def2-TZVPD
Ti 0.379 -0.403 -0.069
P -1.694 -1.691 -1.080
C -1.419 -1.106 -2.708
C -0.867 0.221 -2.756
N -0.301 0.865 -1.650
C -0.081 2.211 -1.692
C -0.430 2.955 -2.830
C -0.907 2.301 -3.976
C -1.011 0.932 -3.972
C 0.516 2.936 -0.484
P 1.581 1.967 0.591
H -1.393 0.334 -4.801
H -0.307 4.058 -2.815
H -1.206 2.854 -4.874
H 1.094 3.814 -0.822
H -0.300 3.345 0.136
H 1.545 -2.081 -2.077
H -0.940 -1.767 -3.442
H 5.695 -2.367 2.720
O 1.698 -1.693 -1.204
H 2.550 -2.157 -1.020
H 1.666 0.405 0.695
O 5.784 -2.213 1.788
H 4.908 -1.994 1.472
C 3.316 2.335 0.159
H 3.566 3.393 0.373
H 3.977 1.671 0.745
H 3.463 2.136 -0.911
C 1.320 2.540 2.288
H 1.378 1.679 2.969
H 2.080 3.284 2.571
H 0.322 2.994 2.376
C -3.467 -1.242 -1.203
H -3.971 -2.007 -1.813
H -3.931 -1.125 -0.225
H -3.493 -0.290 -1.751
C -1.631 -3.555 -1.161
H -1.804 -3.986 -0.155
H -2.420 -3.926 -1.844
H -0.634 -3.899 -1.506
C -1.679 -2.289 2.846
C -1.407 -0.822 2.567
C -0.967 -0.039 3.781
O -0.428 -0.661 1.509
H -0.774 -2.778 3.219
H -2.024 -2.819 1.951
H -2.456 -2.401 3.613
H -2.346 -0.388 2.194
H -0.037 -0.455 4.180
H -0.787 1.008 3.532
H -1.729 -0.085 4.563
```

These are the Mulliken partial charges, in e, on atoms 1 to 8: atom 1 (Ti): -0.036, atom 2 (P): 0.943, atom 3 (C): -1.196, atom 4 (C): 0.719, atom 5 (N): 0.487, atom 6 (C): 0.360, atom 7 (C): -0.743, atom 8 (C): -0.556

***

Entry 8:
Computed, not measured: a molecular structure, C14H31CaN2O8 in a non-equilibrium geometry, with ωB97M-V/def2-TZVPD.

* total charge: -1
* HOMO: -4.26 eV
* Kohn-Sham gap: 6.67 eV
* ΔE to the lowest compared entry with this formula, charge and spin: 0.00 kJ/mol
* electronic energy: -52823.591 eV

The geometry in XYZ format:
```
56
C14H31CaN2O8 | the Open Molecules 2025 dataset | ωB97M-V/def2-TZVPD
Ca 0.809 0.230 -1.467
C 2.704 -3.727 -2.160
C 2.137 -2.270 -1.928
O 1.574 -1.588 -2.819
O 2.466 -1.581 -0.922
H 3.356 -3.923 -1.309
H 3.313 -3.667 -3.062
H 1.930 -4.463 -1.943
C 1.473 3.591 -4.031
C 1.518 2.218 -3.417
O 0.634 1.297 -3.651
O 2.375 1.880 -2.543
H 1.351 4.277 -3.192
H 0.510 3.597 -4.542
H 2.259 3.867 -4.733
C 2.022 1.519 2.756
C 2.381 0.803 1.557
O 3.436 0.193 1.516
O 1.842 1.056 0.502
H 1.023 1.215 3.070
H 2.077 2.587 2.542
H 2.644 1.403 3.644
C -3.054 2.710 -0.951
C -2.109 1.546 -0.713
C -2.314 0.588 -1.856
O -1.370 -0.460 -1.589
C -1.855 -1.743 -2.069
N -0.712 2.060 -0.694
H -4.089 2.453 -0.728
H -2.813 3.267 -1.856
H -2.916 3.440 -0.153
H -2.290 0.926 0.165
H -2.150 1.125 -2.790
H -3.364 0.298 -1.903
H -1.278 -2.620 -1.775
H -1.850 -1.788 -3.158
H -2.896 -1.882 -1.776
H -0.440 2.347 0.236
H -0.693 2.993 -1.080
C 0.689 -3.147 2.078
C -0.397 -2.147 2.034
C -0.629 -1.534 3.417
O -1.245 -0.209 3.304
C -1.547 0.446 4.451
N -0.175 -1.165 1.020
H 1.714 -2.786 2.167
H 0.647 -3.626 1.100
H 0.469 -3.910 2.824
H -1.277 -2.760 1.841
H 0.288 -1.247 3.933
H -1.149 -2.327 3.954
H -1.710 1.479 4.144
H -0.872 0.286 5.292
H -2.562 0.128 4.687
H 0.784 -0.872 1.145
H -0.670 -0.386 1.431
```

These are the Mulliken partial charges, in e, on atoms 1 to 8: atom 1 (Ca): 1.703, atom 2 (C): -1.242, atom 3 (C): 0.915, atom 4 (O): -0.837, atom 5 (O): -0.681, atom 6 (H): 0.311, atom 7 (H): 0.305, atom 8 (H): 0.302